{"formula": "C40H33AuN4O4P", "method": "ωB97M-V/def2-TZVPD", "s_squared": 2.041, "spin_multiplicity": 3, "total_energy_ha": -2540.79697, "total_charge": 1, "lumo_energy_ha": [-0.1048, -0.1946], "symbols": ["Au", "C", "C", "C", "C", "C", "C", "C", "P", "C", "C", "C", "C", "C", "C", "C", "C", "C", "C", "C", "C", "C", "C", "H", "H", "H", "H", "H", "H", "H", "H", "H", "H", "H", "H", "H", "H", "H", "H", "H", "H", "H", "H", "N", "C", "C", "C", "C", "C", "C", "N", "C", "C", "C", "C", "N", "C", "C", "H", "H", "H", "H", "H", "H", "H", "H", "H", "O", "C", "O", "C", "C", "C", "C", "C", "C", "N", "O", "O", "H", "H", "H", "H"], "xyz": [[0.608698, 0.040382, -0.216199], [3.952039, -0.577772, 0.990087], [3.926979, -2.069760, 1.034830], [5.104004, -2.800225, 1.139185], [5.091164, -4.183619, 1.186367], [3.890652, -4.872293, 1.120186], [2.704789, -4.172953, 1.006175], [2.717273, -2.775749, 0.975855], [1.136494, -1.882551, 1.004617], [-0.023682, -3.055674, 0.238793], [0.252278, -3.167146, -1.128013], [-0.549214, -3.925939, -1.950340], [-1.646476, -4.576385, -1.405688], [-1.903138, -4.492542, -0.048754], [-1.102836, -3.735954, 0.804304], [-1.394348, -3.680066, 2.271682], [0.888894, -1.437593, 2.740180], [1.687173, -1.972092, 3.739679], [1.669382, -1.435967, 5.018649], [0.893385, -0.309416, 5.302221], [0.092172, 0.239944, 4.334925], [0.013160, -0.339843, 3.038384], [-0.920069, 0.086183, 2.118451], [4.962149, -0.204259, 1.137357], [3.311902, -0.156515, 1.768790], [3.595714, -0.214486, 0.025271], [6.046114, -2.275165, 1.186595], [6.020214, -4.724136, 1.278716], [3.881943, -5.950353, 1.167160], [1.768842, -4.711821, 0.953809], [1.107960, -2.633715, -1.526912], [-0.327323, -4.003272, -3.002720], [-2.293386, -5.159499, -2.042471], [-2.746585, -5.026947, 0.364719], [-2.115510, -4.445199, 2.551341], [-1.804515, -2.708250, 2.550409], [-0.482052, -3.840147, 2.845616], [2.326345, -2.816635, 3.526169], [2.271052, -1.883840, 5.792816], [0.907792, 0.116403, 6.293386], [-0.538100, 1.091211, 4.546782], [-1.544671, 0.937822, 2.315476], [-1.175615, -0.548010, 1.291170], [-5.482951, -3.138484, -3.323231], [-6.109253, -3.638082, -4.432113], [-7.265282, -4.384643, -4.611603], [-7.599370, -4.716802, -5.909082], [-6.811570, -4.322550, -6.998858], [-5.662864, -3.581986, -6.835088], [-5.305875, -3.229458, -5.531512], [-4.248132, -2.512425, -5.072993], [-4.370503, -2.463308, -3.767237], [-3.416873, -1.810693, -2.909811], [-2.291252, -1.193915, -3.468075], [-1.341956, -0.643504, -2.636537], [-1.447935, -0.661292, -1.309243], [-2.542795, -1.185441, -0.775146], [-3.543551, -1.772178, -1.518401], [-5.803850, -3.220736, -2.372672], [-7.881719, -4.687055, -3.778715], [-8.494164, -5.293361, -6.093191], [-7.125050, -4.606314, -7.991871], [-5.050106, -3.277818, -7.668536], [-2.190785, -1.166629, -4.540458], [-0.460392, -0.169814, -3.038406], [-2.644758, -1.138298, 0.299323], [-4.398652, -2.182726, -1.006442], [2.346322, 0.993658, -1.374725], [1.638445, 2.011023, -1.610085], [0.457756, 2.036791, -1.180923], [2.203020, 3.130487, -2.388444], [1.385832, 4.174993, -2.813811], [1.932462, 5.212719, -3.541084], [3.294307, 5.202723, -3.818514], [4.120410, 4.169889, -3.392776], [3.566559, 3.128719, -2.677580], [3.861899, 6.310835, -4.563440], [3.097699, 7.163355, -4.952322], [5.057425, 6.304438, -4.741151], [0.335474, 4.155707, -2.570401], [1.330461, 6.040400, -3.884199], [5.176210, 4.201771, -3.613176], [4.173598, 2.306326, -2.333316]], "forces_ev_per_angstrom": [[0.31, 0.29, -0.47], [0.05, 0.13, -0.05], [-0.11, -0.20, 0.04], [-0.02, 0.00, -0.03], [-0.07, 0.03, 0.00], [0.08, -0.08, 0.03], [-0.11, 0.19, 0.02], [-0.02, 0.20, -0.11], [-0.09, -0.53, -0.02], [0.08, 0.07, -0.01], [-0.03, -0.08, 0.19], [0.03, -0.03, -0.05], [0.04, -0.04, 0.07], [-0.01, -0.03, -0.02], [0.21, 0.01, -0.06], [-0.02, -0.04, 0.06], [-0.07, 0.20, 0.02], [-0.08, -0.05, -0.19], [-0.06, 0.07, 0.09], [0.02, -0.06, -0.01], [-0.09, -0.09, -0.25], [0.58, -0.43, 0.42], [-0.42, 0.29, 0.10], [0.03, 0.05, 0.05], [0.03, 0.11, 0.02], [0.05, 0.06, 0.07], [0.09, 0.08, 0.00], [0.09, -0.06, 0.00], [-0.04, -0.09, -0.03], [-0.05, -0.02, -0.02], [0.01, -0.04, -0.18], [0.00, -0.02, -0.13], [-0.09, -0.10, -0.06], [-0.07, -0.05, 0.07], [-0.02, 0.00, 0.01], [0.00, 0.03, 0.13], [-0.08, 0.02, 0.11], [0.11, -0.01, -0.03], [0.09, -0.04, 0.08], [0.03, 0.05, 0.08], [-0.03, 0.07, 0.07], [-0.16, 0.20, -0.03], [-0.17, -0.06, -0.20], [0.19, 0.18, 0.25], [0.13, 0.02, -0.90], [-0.16, -0.09, 0.02], [-0.02, 0.02, 0.23], [0.10, 0.06, -0.17], [-0.05, -0.02, 0.17], [-0.83, -0.50, 0.53], [0.73, 0.49, 0.45], [-0.49, -0.39, -0.83], [0.60, 0.45, 0.69], [-0.27, -0.11, 0.09], [-0.10, -0.01, -0.29], [0.22, 0.34, 0.41], [-0.16, -0.05, 0.12], [0.07, 0.09, -0.45], [0.03, 0.01, -0.13], [-0.07, -0.05, 0.06], [-0.04, -0.03, 0.01], [0.00, -0.03, -0.09], [0.04, 0.04, -0.10], [0.10, -0.01, -0.10], [0.14, 0.06, -0.11], [0.01, -0.07, 0.08], [-0.08, -0.07, 0.06], [0.41, -0.39, 0.22], [0.22, -0.09, -0.13], [-0.82, -0.09, 0.21], [0.16, 0.25, -0.12], [0.17, -0.27, 0.09], [0.19, 0.25, -0.12], [-0.55, -0.93, 0.65], [0.06, 0.32, -0.14], [-0.28, -0.04, 0.03], [0.12, 0.25, -0.18], [-0.14, 0.31, -0.16], [0.38, 0.05, -0.10], [-0.10, 0.04, 0.01], [0.00, -0.01, -0.02], [0.01, 0.02, -0.05], [0.08, -0.03, 0.01]], "mulliken_charge": [1.24, -1.45, 1.16, -0.91, -0.75, -0.89, -0.75, 0.77, 0.34, 1.16, -1.08, -0.93, -0.70, -1.03, 0.94, -1.28, 0.72, -0.43, -0.77, -0.63, -0.87, 1.75, -1.35, 0.49, 0.25, 0.30, 0.45, 0.41, 0.47, 0.47, 0.57, 0.47, 0.51, 0.47, 0.51, 0.20, 0.26, 0.49, 0.47, 0.43, 0.46, 0.42, -0.79, 0.05, 0.69, -1.00, -0.45, -0.47, -0.82, 0.58, -0.63, -0.10, 1.18, -0.90, -0.49, 0.16, -0.65, -0.83, 0.18, 0.39, 0.39, 0.39, 0.45, 0.54, 0.42, 0.30, 0.41, -0.79, 1.18, -0.79, 0.14, -0.44, -0.53, 0.06, -0.53, -0.42, 1.00, -0.60, -0.60, 0.47, 0.49, 0.48, 0.45]}

---

{"formula": "C40H33Cl12O5PS2", "method": "ωB97M-V/def2-TZVPD", "total_energy_ha": -8580.19038, "lumo_energy_ha": -0.0062, "smiles": "O=S1(=O)CCC[C@H](P(O)(O)=S)O1.Clc1ccccc1Cl.Clc1ccccc1Cl.Clc1ccccc1Cl.Clc1ccccc1Cl.Clc1ccccc1Cl.Clc1ccccc1Cl", "symbols": ["O", "S", "O", "C", "C", "C", "C", "P", "O", "O", "S", "O", "H", "H", "H", "H", "H", "H", "H", "H", "H", "Cl", "C", "C", "C", "C", "C", "C", "Cl", "H", "H", "H", "H", "Cl", "C", "C", "C", "C", "C", "C", "Cl", "H", "H", "H", "H", "Cl", "C", "C", "C", "C", "C", "C", "Cl", "H", "H", "H", "H", "Cl", "C", "C", "C", "C", "C", "C", "Cl", "H", "H", "H", "H", "Cl", "C", "C", "C", "C", "C", "C", "Cl", "H", "H", "H", "H", "Cl", "C", "C", "C", "C", "C", "C", "Cl", "H", "H", "H", "H"], "xyz": [[-0.099974, 1.031595, 3.208442], [-0.373670, -0.143504, 2.227369], [0.662585, -0.020981, 1.042767], [0.015050, -1.757240, 3.095243], [-1.327960, -2.537276, 3.700594], [-2.503354, -2.318626, 2.534786], [-2.915421, -0.732407, 2.607738], [-4.764138, -0.380181, 2.279252], [-5.408922, 0.999925, 3.138049], [-5.684298, -1.813545, 2.765167], [-5.139958, -0.099350, 0.356154], [-1.998019, -0.023037, 1.657280], [0.730942, -1.541498, 4.013246], [0.574487, -2.524167, 2.378020], [-1.709413, -1.986798, 4.688335], [-1.110403, -3.693881, 3.898146], [-1.927183, -2.480072, 1.501582], [-3.394623, -3.070720, 2.631356], [-2.644288, -0.275101, 3.676143], [-4.787683, 1.793069, 3.095260], [-5.459120, -2.545082, 2.088939], [-2.304246, -0.769627, -2.181337], [-0.770235, -0.607919, -2.959755], [0.342200, -0.337163, -2.156618], [1.607867, -0.203061, -2.730415], [1.765936, -0.340272, -4.108761], [0.657546, -0.607274, -4.914820], [-0.612539, -0.740363, -4.344339], [-1.939425, -1.064466, -5.402343], [0.229025, -0.229901, -1.080243], [2.470076, 0.007822, -2.101900], [2.751849, -0.239192, -4.556515], [0.790368, -0.710740, -5.989258], [5.105081, -0.429295, -4.418311], [5.329582, 1.144982, -3.742643], [6.162494, 1.261298, -2.625245], [6.385859, 2.509731, -2.041579], [5.778309, 3.646174, -2.573585], [4.943315, 3.534238, -3.687050], [4.715201, 2.285180, -4.273647], [3.666093, 2.220201, -5.644848], [6.642016, 0.380650, -2.204040], [7.034143, 2.595318, -1.172493], [5.954079, 4.619655, -2.121739], [4.472249, 4.426075, -4.093850], [8.398301, 3.123057, -6.469249], [7.623331, 3.666368, -7.914763], [6.243415, 3.889168, -7.869555], [5.565522, 4.335165, -9.005640], [6.264892, 4.561010, -10.190345], [7.642085, 4.336672, -10.240957], [8.324798, 3.887916, -9.105705], [10.027032, 3.625628, -9.242256], [5.689510, 3.717183, -6.949498], [4.492268, 4.506776, -8.965871], [5.738457, 4.911487, -11.075081], [8.178808, 4.513776, -11.170111], [-6.918333, 3.806865, 4.050348], [-8.204282, 3.010235, 4.885208], [-8.320992, 1.625111, 4.731385], [-9.336913, 0.927816, 5.387757], [-10.238838, 1.612583, 6.200945], [-10.128114, 2.995926, 6.354734], [-9.113079, 3.698679, 5.697376], [-9.039653, 5.409316, 5.928396], [-7.621217, 1.082047, 4.100281], [-9.423987, -0.149325, 5.264905], [-11.028680, 1.070061, 6.715285], [-10.837491, 3.521736, 6.989613], [3.845748, -2.969767, 4.493697], [4.135944, -1.557590, 5.445968], [5.410686, -0.985096, 5.390003], [5.700155, 0.160824, 6.133115], [4.716062, 0.738929, 6.933744], [3.442990, 0.168793, 6.995244], [3.149330, -0.980372, 6.253987], [1.555648, -1.635057, 6.382849], [6.184459, -1.428069, 4.767149], [6.693020, 0.602382, 6.086710], [4.939419, 1.633409, 7.510581], [2.682379, 0.625734, 7.624084], [-1.762715, -4.435101, -2.107077], [-3.048664, -5.231732, -1.272217], [-3.165374, -6.616855, -1.426040], [-4.181295, -7.314151, -0.769668], [-5.083220, -6.629383, 0.043520], [-4.972496, -5.246040, 0.197309], [-3.957460, -4.543287, -0.460049], [-3.884035, -2.832650, -0.229030], [-2.465599, -7.159919, -2.057144], [-4.268368, -8.391292, -0.892520], [-5.873062, -7.171905, 0.557860], [-5.681873, -4.720231, 0.832188]], "forces_ev_per_angstrom": [[-2.05, -4.47, -2.66], [5.48, 5.23, -0.98], [-4.76, -1.22, 3.83], [-0.28, -2.64, 1.49], [-0.78, 0.80, -0.56], [1.27, -0.22, 0.34], [1.48, -0.53, 1.83], [-2.46, 0.35, -2.52], [2.29, -2.21, -0.44], [2.40, 1.63, -0.70], [0.63, 0.18, 1.75], [0.98, -1.24, 1.51], [-1.45, 0.18, -2.25], [-1.33, 2.16, 1.10], [1.03, -1.44, -2.03], [-0.34, 2.74, -0.46], [-1.70, 0.32, 2.18], [1.82, 1.60, -0.06], [-0.74, -1.12, -2.00], [-0.92, -1.52, -0.10], [-0.37, 1.92, 1.08], [0.02, 0.13, -0.24], [0.50, 0.09, -0.06], [0.25, 0.01, -0.24], [-0.34, -0.09, -0.18], [-0.34, -0.04, -0.03], [0.20, 0.08, 0.41], [0.54, 0.09, 0.11], [-0.17, -0.03, 0.11], [-0.10, -0.04, -0.27], [-0.18, -0.04, -0.05], [-0.56, -0.06, 0.09], [-0.18, 0.00, 0.20], [0.31, 0.04, -0.13], [0.20, 0.34, 0.34], [-0.03, 0.45, 0.07], [-0.18, -0.11, -0.26], [-0.10, -0.24, -0.21], [0.30, -0.13, 0.33], [0.24, 0.25, 0.39], [0.04, -0.14, -0.07], [-0.18, 0.10, -0.21], [-0.12, -0.07, -0.18], [-0.07, -0.18, -0.12], [0.02, -0.28, -0.02], [0.14, -0.01, -0.08], [-0.40, 0.15, -0.26], [-0.05, 0.16, -0.41], [0.31, -0.07, 0.09], [0.24, -0.11, 0.21], [-0.44, 0.03, 0.17], [-0.44, 0.13, -0.20], [0.00, -0.05, 0.19], [0.25, -0.02, -0.15], [0.21, -0.05, 0.05], [0.15, -0.07, 0.15], [0.02, -0.09, 0.28], [-0.06, 0.26, 0.07], [-0.30, -0.50, 0.17], [-0.34, -0.13, 0.22], [0.08, 0.34, 0.00], [0.20, 0.24, -0.11], [0.09, -0.44, -0.15], [-0.20, -0.42, 0.08], [0.16, 0.00, -0.11], [-0.08, 0.29, 0.11], [0.06, 0.22, -0.01], [0.13, 0.15, -0.08], [0.23, 0.03, -0.18], [-0.20, -0.02, 0.05], [0.27, 0.39, 0.17], [-0.06, 0.35, 0.28], [-0.28, -0.20, -0.05], [-0.16, -0.27, -0.13], [0.40, 0.05, -0.11], [0.52, 0.42, 0.09], [-0.01, -0.18, 0.00], [-0.28, -0.02, 0.09], [-0.19, -0.12, -0.03], [-0.10, -0.18, -0.10], [0.06, -0.21, -0.19], [-0.11, 0.17, 0.13], [-0.19, -0.44, 0.07], [-0.37, -0.09, 0.27], [0.10, 0.31, -0.02], [0.15, 0.22, -0.07], [0.19, -0.48, -0.17], [-0.03, -0.46, 0.07], [-0.23, -0.54, -0.35], [-0.08, 0.26, 0.10], [0.05, 0.22, 0.00], [0.13, 0.14, -0.09], [0.15, 0.01, -0.18]], "mulliken_charge": [-0.65, 1.16, -0.66, 0.23, -0.72, -0.54, 0.01, 0.52, -0.34, -0.56, -0.31, -0.24, -0.40, 0.34, 0.29, 0.33, 0.24, 0.21, 0.46, 0.32, 0.34, -0.08, -0.06, -0.28, -0.71, 0.10, -0.98, 0.65, -0.23, 0.57, 0.46, 0.11, 0.40, -0.18, 0.30, -0.47, -0.50, -0.49, -0.42, 0.39, -0.16, 0.42, 0.38, 0.38, 0.41, -0.19, 0.09, 0.08, -0.64, -0.37, -0.48, 0.43, -0.20, 0.20, 0.37, 0.36, 0.38, -0.21, 0.12, -0.19, -0.66, -0.36, -0.48, 0.40, -0.20, 0.46, 0.36, 0.36, 0.38, -0.20, 0.29, -0.42, -0.46, -0.46, -0.45, 0.42, -0.21, 0.39, 0.36, 0.36, 0.38, -0.13, 0.31, -0.42, -0.47, -0.65, -0.45, 0.27, 0.04, 0.41, 0.36, 0.37, 0.31]}